No. 1
# C6H13NOSi

A cluster of 2 separate species, C6H13NOSi in total in a non-equilibrium geometry (the ωB97M-V functional and the def2-TZVPD basis, the OMol25 dataset).

```
22
Properties=species:S:1:pos:R:3:mulliken_charge:R:1
C -1.1063 -0.1272 0.4884 0.42
C -4.2712 -1.1389 -0.4856 -1.29
C 2.8716 1.8289 0.5137 -0.90
C -3.3567 0.1488 -0.3639 -0.31
C 3.8219 0.6867 0.6148 -0.14
C -2.4191 -0.0233 0.7803 -0.82
N 0.0723 -0.1346 0.2746 -0.45
O 3.4473 -0.5108 -0.0266 -0.09
Si 2.4325 -1.3530 -0.9088 0.32
H -5.1089 -0.9295 0.1586 0.32
H -4.5555 -1.4725 -1.3965 0.40
H -3.8127 -1.9493 -0.0553 0.40
H 1.8459 1.5752 0.9982 0.20
H 3.2706 2.7185 1.0918 0.34
H 2.8085 2.1751 -0.5157 0.29
H -3.9685 0.9394 -0.1770 0.32
H -2.7210 0.2752 -1.2646 0.29
H 4.0788 0.4088 1.6328 0.28
H 4.9284 0.9609 0.2150 0.20
H -2.8750 -0.5062 1.6483 0.36
H 2.3684 -2.8613 -0.9646 -0.06
H 2.2487 -0.7109 -2.2579 -0.07
```

Output
- Energy relative to the best compared isomer or geometry (same formula, charge and spin): 6.5413 eV
- Largest force on an atom: 4.0 eV/A
- Orbital gap (spin up / spin down): 4.8 / 7.4 eV
- HOMO (spin up / spin down): -5.86 / -7.50 eV

No. 2
# C2H2FNO

A cluster of 2 separate species, C2H2FNO in total in a non-equilibrium geometry (the ωB97M-V functional and the def2-TZVPD basis, the OMol25 dataset).

```
7
Properties=species:S:1:pos:R:3:mulliken_charge:R:1
C 1.6520 1.2426 1.0506 0.26
C 0.4507 1.0473 0.3245 0.17
N 2.6098 1.3555 1.6699 -0.27
O -0.5883 0.5621 1.0123 -0.43
F 0.1383 1.9372 -0.6214 -0.23
H 0.9677 -0.6033 -0.6734 0.10
H -1.3173 0.3140 0.4236 0.40
```

Output
- Energy relative to the best compared isomer or geometry (same formula, charge and spin): 3.4359 eV
- Largest force on an atom: 4.4 eV/A
- Orbital gap (spin up / spin down): 8.6 / 9.1 eV
- HOMO (spin up / spin down): -9.55 / -10.06 eV

No. 3
# C5H7NO

An isolated molecule of C5H7NO in a non-equilibrium geometry (the ωB97M-V functional and the def2-TZVPD basis, the OMol25 dataset).

```
14
Properties=species:S:1:pos:R:3:mulliken_charge:R:1
C 1.9197 0.5044 0.1435 -1.27
C 0.5999 -0.2532 -0.0570 0.68
C -0.4975 -0.6160 1.0173 -0.73
C -1.6556 -0.8054 0.3503 -0.20
N -1.4938 -0.4730 -1.0279 -0.37
C -0.4640 0.5260 -0.7712 0.27
O -0.6064 1.7174 -0.8035 -0.57
H 2.7640 -0.1675 0.3419 0.36
H 1.8706 1.2526 0.9337 0.31
H 2.1796 1.0429 -0.7817 0.31
H 0.8048 -1.1533 -0.6619 0.23
H -0.4552 -0.4253 2.0849 0.31
H -2.6537 -1.0554 0.7164 0.35
H -2.3123 -0.0943 -1.4849 0.32
```

Output
- Energy relative to the best compared isomer or geometry (same formula, charge and spin): 1.6495 eV
- Largest force on an atom: 1.0 eV/A
- Orbital gap: 9.8 eV
- HOMO: -8.77 eV
- SMILES string: C[C@H]1C=CNC1=O

No. 4
# C38H32Br4FN3O3SiV

A structure of composition C38H32Br4FN3O3SiV in a non-equilibrium geometry (the ωB97M-V functional and the def2-TZVPD basis, the OMol25 dataset).

```
83
Properties=species:S:1:pos:R:3:lowdin_spin:R:1
V -0.7605 0.3052 0.9596 1.96
Br 0.4870 3.4586 6.9679 0.00
C 0.7174 2.4999 5.3496 0.00
C 1.9236 1.8908 5.0409 0.00
Br 3.3786 1.9707 6.2516 0.00
C 2.0742 1.2014 3.8282 0.00
Br 3.6695 0.3340 3.3209 0.00
C 1.0286 1.1205 2.9111 0.00
O 1.1028 0.5328 1.7472 0.03
C -0.2191 1.7140 3.2528 0.01
O -1.1953 1.5740 2.3585 0.01
C -0.3521 2.4011 4.4427 0.00
Br -2.0459 3.1790 4.7749 0.00
C -0.3461 -3.0978 3.5345 0.08
C -1.7009 -3.4208 3.7857 0.07
C -2.6890 -2.6885 3.1972 0.03
C -2.3521 -1.6154 2.3437 0.13
N -1.0325 -1.2863 2.1372 0.13
C -0.0667 -2.0389 2.7202 0.03
C -3.2913 -0.8507 1.5820 0.12
C -4.6951 -0.9949 1.6566 0.03
C -5.5007 -0.2369 0.8584 0.06
C -4.9226 0.6921 -0.0343 0.09
C -3.5586 0.7963 -0.0672 0.03
N -2.7377 0.0485 0.6997 0.13
H 0.4649 -3.6603 3.9742 0.00
H -1.9557 -4.2474 4.4382 0.00
H -3.7292 -2.9318 3.3672 0.00
H 0.9464 -1.7242 2.5007 0.00
H -5.1209 -1.6996 2.3582 0.00
H -6.5775 -0.3436 0.9183 0.00
H -5.5230 1.3189 -0.6782 0.01
H -3.0579 1.5009 -0.7189 0.00
C 0.9063 3.6633 0.8355 0.00
Si -0.0929 3.2413 -0.6693 0.00
C 0.9391 3.7820 -2.1348 0.00
C -1.6498 4.2914 -0.6223 0.00
N -0.4711 1.5574 -0.7247 0.01
C -0.8204 0.9222 -1.8904 0.00
C -1.2952 1.5168 -3.0751 0.00
C -1.5827 0.7734 -4.2147 0.00
C -1.4134 -0.6012 -4.2289 0.00
C -0.9650 -1.2336 -3.0697 0.00
C -0.7163 -0.4805 -1.9491 0.00
O -0.2382 -1.0429 -0.7481 0.02
C -0.2752 -2.4323 -0.6195 0.00
C -1.4728 -3.1143 -0.5411 0.00
C -1.4303 -4.4864 -0.3344 0.00
C -0.2087 -5.1441 -0.2225 0.00
C 0.9779 -4.4274 -0.3222 0.00
C 0.9534 -3.0522 -0.5248 0.00
H 1.4302 4.6087 0.6590 0.00
H 1.6531 2.8855 1.0134 0.00
H 0.2964 3.7728 1.7347 0.00
H 1.2313 4.8261 -1.9771 0.00
H 0.4448 3.7129 -3.1047 0.00
H 1.8502 3.1768 -2.1835 0.00
H -1.3952 5.3559 -0.5696 0.00
H -2.2370 4.0392 0.2668 0.00
H -2.2824 4.1379 -1.5030 0.00
H -1.4394 2.5894 -3.0922 0.00
H -1.9383 1.2850 -5.1021 0.00
H -1.6139 -1.1830 -5.1190 0.00
H -0.8055 -2.3031 -3.0538 0.00
H -2.4103 -2.5780 -0.6225 0.00
H -2.3579 -5.0395 -0.2490 0.00
H -0.1853 -6.2144 -0.0565 0.00
H 1.9319 -4.9340 -0.2406 0.00
H 1.8471 -2.4332 -0.6197 0.00
F 6.2156 -0.4896 -5.6904 0.00
C 5.4703 -0.4401 -4.5131 0.00
C 4.2582 0.2272 -4.4875 0.00
C 3.5143 0.2835 -3.3243 0.00
C 3.9335 -0.3327 -2.0815 0.00
C 3.1843 -0.2809 -0.9183 0.00
C 5.2087 -1.0116 -2.1968 0.00
C 5.9410 -1.0568 -3.3703 0.00
H 3.8954 0.7049 -5.3932 0.00
H 2.5610 0.8056 -3.3367 0.00
H 2.2507 0.2706 -0.8745 0.00
H 3.5388 -0.7412 -0.0009 0.00
H 5.6061 -1.5024 -1.3124 0.00
H 6.8952 -1.5761 -3.4037 0.00
```

Output
- Net charge: -2
- Energy relative to the best compared isomer or geometry (same formula, charge and spin): 0.4085 eV
- Largest force on an atom: 2.4 eV/A
- 2S+1: 4
- Orbital gap (spin up / spin down): 3.4 / 3.4 eV
- HOMO (spin up / spin down): 0.42 / 0.42 eV

No. 5
# C41H38N3OP2Pb

A structure of composition C41H38N3OP2Pb in a non-equilibrium geometry (the ωB97M-V functional and the def2-TZVPD basis, the OMol25 dataset).

```
86
Properties=species:S:1:pos:R:3:mulliken_charge:R:1
Pb -0.8694 -0.7599 -0.5229 1.52
C -1.3264 -5.4502 -0.4712 -1.74
C -1.5143 -3.9722 -0.5704 0.46
N -0.5371 -3.1322 -0.4204 0.94
N 0.7011 -3.5736 -0.1701 -1.07
C 1.6317 -2.6332 -0.1920 0.23
O 1.4230 -1.4062 -0.4743 -0.67
C 2.9906 -3.0851 0.1479 0.39
C 3.1765 -4.2748 0.8528 -0.35
C 4.4494 -4.6833 1.1996 -0.76
C 5.5521 -3.9224 0.8374 -0.38
C 5.3740 -2.7448 0.1278 -0.76
C 4.1010 -2.3212 -0.2087 -0.21
C -2.8257 -3.4144 -0.8695 0.69
C -3.9839 -4.1998 -0.8428 -0.94
C -5.2086 -3.6242 -1.1203 -0.59
C -5.2632 -2.2753 -1.4414 -0.90
C -4.0753 -1.5659 -1.4680 -0.23
N -2.8985 -2.1075 -1.1861 0.02
H -0.2712 -5.6539 -0.3109 0.38
H -1.6549 -5.9356 -1.3881 0.38
H -1.8933 -5.8612 0.3621 0.38
H 2.3111 -4.8555 1.1315 0.41
H 4.5817 -5.5959 1.7617 0.39
H 6.5438 -4.2521 1.1129 0.41
H 6.2333 -2.1547 -0.1563 0.42
H 3.9520 -1.4023 -0.7571 0.41
H -3.9223 -5.2458 -0.5973 0.47
H -6.1088 -4.2180 -1.0899 0.46
H -6.1966 -1.7898 -1.6741 0.47
H -4.0606 -0.5175 -1.7379 0.55
C 2.3713 2.1477 0.6403 -1.09
C 2.1039 1.8401 -0.8315 -0.66
P 0.3291 1.8744 -1.3626 1.01
C -0.0264 3.6364 -1.7271 0.45
C -1.1347 3.8969 -2.5303 -0.59
C -1.4255 5.1886 -2.9254 -0.66
C -0.6170 6.2373 -2.5157 -0.54
C 0.4617 5.9899 -1.6844 -0.72
C 0.7538 4.6963 -1.2861 -0.31
C 0.5677 1.3215 -3.1076 0.52
C -0.0901 0.1882 -3.5683 0.03
C 0.0546 -0.2571 -4.8693 -0.86
C 0.8704 0.4443 -5.7418 -0.53
C 1.5273 1.5823 -5.3015 -0.68
C 1.3729 2.0238 -4.0005 -0.42
C 1.4991 1.3031 1.5688 -0.45
P -0.2108 2.0445 1.7504 0.26
C -0.1561 2.4294 3.5524 0.69
C 0.8943 3.2124 4.0228 -0.51
C 1.0222 3.4751 5.3735 -0.68
C 0.0955 2.9654 6.2684 -0.50
C -0.9886 2.2432 5.7993 -0.74
C -1.1242 1.9847 4.4471 -0.38
C -1.2182 0.4994 1.9464 -0.43
C -2.5910 0.5800 1.6675 -0.33
C -3.4250 -0.5074 1.8729 -0.79
C -2.9044 -1.7057 2.3379 -0.37
C -1.5514 -1.8112 2.6135 -0.80
C -0.7108 -0.7185 2.4309 0.40
H 2.2195 3.2076 0.8533 0.13
H 3.4227 1.9231 0.8447 0.48
H 2.4209 0.8104 -1.0281 0.15
H 2.6724 2.5109 -1.4822 0.82
H -1.7565 3.0760 -2.8628 0.32
H -2.2770 5.3804 -3.5623 0.42
H -0.8306 7.2447 -2.8372 0.40
H 1.0869 6.8043 -1.3507 0.43
H 1.6038 4.5244 -0.6466 0.17
H -0.7573 -0.3655 -2.8952 -0.02
H -0.4711 -1.1405 -5.1997 0.48
H 0.9832 0.1117 -6.7626 0.40
H 2.1622 2.1346 -5.9771 0.44
H 1.8747 2.9250 -3.6790 0.35
H 1.9568 1.2286 2.5579 0.97
H 1.4141 0.3060 1.1357 -0.17
H 1.6177 3.6092 3.3233 0.34
H 1.8502 4.0704 5.7292 0.42
H 0.2128 3.1431 7.3266 0.40
H -1.7297 1.8673 6.4902 0.41
H -1.9814 1.4266 4.0969 0.37
H -2.9985 1.5217 1.3269 0.36
H -4.4806 -0.4214 1.6625 0.51
H -3.5579 -2.5469 2.5024 0.46
H -1.1371 -2.7380 2.9840 0.46
H 0.3191 -0.7901 2.7457 0.45
```

Output
- Net charge: +1
- Energy relative to the best compared isomer or geometry (same formula, charge and spin): 0.6036 eV
- Largest force on an atom: 1.3 eV/A
- Orbital gap: 6.8 eV
- HOMO: -10.22 eV

No. 6
# C5H10O2

A structure of composition C5H10O2 (the ωB97M-V functional and the def2-TZVPD basis, the OMol25 dataset).

```
17
Properties=species:S:1:pos:R:3:mulliken_charge:R:1
C -2.2810 -0.5485 0.1699 -1.45
C -1.0574 0.2850 -0.1949 0.22
O -0.9945 1.4804 0.5530 -0.57
C 0.2893 -0.4373 -0.0998 0.17
C 1.4271 0.2235 -0.8748 -0.70
C 2.2096 0.0506 0.4262 -0.32
O 0.9867 -0.2149 1.1521 -0.52
H -3.1825 -0.0131 -0.1410 0.36
H -2.2710 -1.5079 -0.3591 0.36
H -2.3523 -0.7429 1.2454 0.30
H -1.1523 0.5584 -1.2617 0.29
H -0.3762 1.2998 1.2821 0.37
H 0.1924 -1.5182 -0.2763 0.37
H 1.7600 -0.2668 -1.7913 0.33
H 1.1853 1.2708 -1.0765 0.25
H 2.7582 0.9160 0.8144 0.28
H 2.8585 -0.8349 0.4323 0.24
```

Output
- Energy relative to the best compared isomer or geometry (same formula, charge and spin): 2.0880 eV
- Largest force on an atom: 0.3 eV/A
- Orbital gap: 11.1 eV
- HOMO: -10.06 eV

No. 7
# C11H16Cl3HfNOS

A structure of composition C11H16Cl3HfNOS in a non-equilibrium geometry (the ωB97M-V functional and the def2-TZVPD basis, the OMol25 dataset).

```
34
Properties=species:S:1:pos:R:3:mulliken_charge:R:1
C 1.7090 -1.4402 -1.3130 0.75
C 1.8163 -0.2960 -2.1498 0.18
C 0.5869 -0.1457 -2.8501 0.63
C 2.9949 0.5814 -2.2765 -1.35
C -0.2651 -1.2246 -2.4805 0.29
C 0.4245 -2.0220 -1.5264 0.56
C -0.1151 -3.2205 -0.8656 -1.73
C 2.7426 -1.9042 -0.3717 -1.69
C 0.2605 0.9414 -3.7894 -1.53
C -1.6305 -1.4549 -2.9852 -1.50
Hf -0.2602 1.2725 1.1582 1.36
Cl 0.8408 2.5845 -0.2027 -0.42
Cl 1.4850 1.2270 2.8121 -0.58
Cl -2.1153 1.0160 -0.3678 -0.56
H 3.6381 0.4874 -1.3952 0.30
H 2.6960 1.6308 -2.3785 0.29
H 3.5944 0.3150 -3.1601 0.25
H 0.6832 1.8918 -3.4401 0.29
H -0.8256 1.0561 -3.8745 0.34
H 0.6626 0.7398 -4.7933 0.22
H -2.1835 -0.5103 -3.0520 0.31
H -2.1756 -2.1245 -2.3124 0.32
H -1.6126 -1.9143 -3.9846 0.23
H -1.2031 -3.1392 -0.7681 0.38
H 0.3067 -3.3199 0.1389 0.37
H 0.1128 -4.1314 -1.4403 0.25
H 3.2359 -1.0493 0.1104 0.32
H 3.5147 -2.5010 -0.8813 0.23
H 2.2888 -2.5188 0.4126 0.37
O -0.0784 -0.9108 1.0752 -0.53
H 0.4202 -1.2125 1.8557 0.22
S -2.0026 2.1746 2.8174 -0.46
C -1.1387 2.6611 4.1503 0.50
N -0.5981 3.0429 5.1263 -0.59
```

Output
- Net charge: -2
- Energy relative to the best compared isomer or geometry (same formula, charge and spin): 1.4122 eV
- Largest force on an atom: 6.2 eV/A
- Orbital gap: 4.4 eV
- HOMO: 0.56 eV

No. 8
# C27H29BN2O3PtS

A structure of composition C27H29BN2O3PtS in a non-equilibrium geometry (the ωB97M-V functional and the def2-TZVPD basis, the OMol25 dataset).

```
64
Properties=species:S:1:pos:R:3:mulliken_charge:R:1
Pt -1.2627 -0.3418 0.8222 -0.11
S -3.6614 -2.3029 4.2980 -0.39
C -3.8766 -0.6171 4.6403 0.78
C -4.5264 -0.0155 5.7137 -0.56
C -4.5261 1.3634 5.7909 -0.50
C -3.8821 2.1362 4.8183 -0.71
C -3.2441 1.5416 3.7498 -0.14
C -3.2528 0.1515 3.6546 -0.76
N -2.6680 -0.5923 2.6378 -0.15
C -2.7578 -1.8727 2.8614 1.22
C -2.0994 -2.8445 2.0149 0.77
C -2.3349 -4.2129 2.1810 -0.87
C -1.7478 -5.1215 1.3291 -0.72
C -0.9415 -4.6438 0.3009 -0.81
C -0.7012 -3.2878 0.1442 -0.05
C -1.2489 -2.3246 1.0101 -0.30
H -5.0095 -0.6127 6.4745 0.40
H -5.0184 1.8498 6.6211 0.38
H -3.8770 3.2137 4.9099 0.40
H -2.7243 2.1242 3.0011 0.55
H -2.9878 -4.5627 2.9720 0.33
H -1.9200 -6.1825 1.4493 0.39
H -0.4874 -5.3425 -0.3912 0.39
H -0.0585 -2.9857 -0.6652 0.40
C 5.9525 -2.3037 -2.5450 -2.10
C 5.5492 -0.9831 -3.2013 2.07
C 5.4942 -1.2001 -4.7190 -1.61
C 6.6275 0.0599 -2.8800 -1.62
C 4.1914 -0.4860 -2.7050 0.37
C 3.6762 0.7120 -3.2088 -0.53
C 2.4474 1.2325 -2.8077 -1.86
C 1.7374 0.5117 -1.8750 1.39
O 0.5256 0.7809 -1.3142 -0.27
B 0.2505 -0.2854 -0.4101 0.25
O 1.3477 -1.1890 -0.4682 -0.38
C 2.2328 -0.6739 -1.3679 0.51
C 3.4457 -1.1963 -1.7578 -0.91
H 6.9239 -2.6167 -2.9299 0.43
H 5.2366 -3.0964 -2.7630 0.40
H 6.0389 -2.2053 -1.4627 0.40
H 6.4563 -1.5635 -5.0839 0.44
H 5.2617 -0.2762 -5.2473 0.32
H 4.7298 -1.9348 -4.9749 0.38
H 7.6035 -0.2879 -3.2222 0.44
H 6.6830 0.2369 -1.8053 0.38
H 6.4206 1.0124 -3.3666 0.32
H 4.2463 1.2675 -3.9416 0.36
H 2.0709 2.1610 -3.2121 0.43
H 3.7841 -2.1253 -1.3276 0.55
C -1.2368 4.1471 -0.3126 -0.78
N -2.6025 3.6476 -0.1881 0.14
C -3.7299 4.5382 -0.4155 -0.98
C -2.7398 2.3602 0.1537 0.69
C -4.1015 1.7346 0.2677 -1.01
O -1.7170 1.6869 0.3188 -0.95
H -1.2759 5.1978 -0.5836 0.34
H -0.6922 3.5888 -1.0738 0.25
H -0.6965 4.0309 0.6266 0.25
H -3.3417 5.5293 -0.6313 0.25
H -4.3710 4.6136 0.4630 0.36
H -4.3315 4.2207 -1.2677 0.35
H -4.9141 2.4031 0.0062 0.50
H -4.2512 1.3707 1.2828 0.17
H -4.1171 0.8628 -0.3877 0.29
```

Output
- Energy relative to the best compared isomer or geometry (same formula, charge and spin): 0.2441 eV
- Largest force on an atom: 1.1 eV/A
- Orbital gap: 7.8 eV
- HOMO: -7.69 eV